This record from OMol25 describes a gas-phase ion, C4H7N2 (charge +1). The level of theory is ωB97M-V with the def2-TZVPD basis set.

Structure (XYZ):
```
13
Properties=species:S:1:pos:R:3:lowdin_charge:R:1
N -0.2490 -0.4459 -0.6313 -0.04
N 1.3920 -0.2831 1.0119 0.09
C 0.5138 0.7432 1.4274 -0.15
C 1.0159 -0.9012 -0.0298 -0.07
C -0.6753 0.6007 0.3690 -0.04
C -0.7812 -0.7236 -1.7409 0.21
H -0.9908 1.4896 -0.0676 0.11
H -0.1767 -1.5075 -2.3970 0.18
H -1.6203 -0.3135 -2.1370 0.09
H -1.5281 0.3128 0.9529 0.13
H 1.1484 1.7555 1.3928 0.18
H 0.2460 0.7331 2.5383 0.15
H 1.7053 -1.4600 -0.6886 0.16
```

Computed properties:
frontier orbital gap	9.772	eV
LUMO energy	-5.607	eV
relative energy (zero: lowest compared OMol25 entry of this formula, charge and spin)	311.55	kJ/mol
SMILES	C=[N+]1C=NCC1
net charge	+1

---

This record from OMol25 describes a molecular structure, C4H6CoO3. The level of theory is ωB97M-V with the def2-TZVPD basis set.

Structure (XYZ):
```
14
Properties=species:S:1:pos:R:3:lowdin_charge:R:1
Co 2.1488 1.9065 1.8763 0.45
O -1.5447 0.3933 -3.0827 -0.09
O 2.4754 0.1614 2.5760 -0.45
O 1.9811 0.0312 1.2091 -0.45
C -0.5048 -0.0938 0.6705 -0.23
C -0.5647 0.1003 -0.8694 -0.15
C 0.6825 -0.7060 1.2045 -0.34
C -1.6200 0.1475 -1.7096 -0.26
H 0.4364 0.2105 -1.3184 0.09
H -2.6504 -0.0409 -1.3991 0.10
H 0.9209 -1.6903 0.7697 0.10
H -1.4602 -0.4203 1.1025 0.05
H -0.6252 0.5224 -3.3342 0.07
H 0.3249 -0.5217 2.3048 0.12
```

Computed properties:
frontier orbital gap (spin up / spin down)	5.918 / 4.289	eV
multiplicity	5
LUMO energy (spin up / spin down)	3.631 / 2.560	eV
relative energy (zero: lowest compared OMol25 entry of this formula, charge and spin)	48.74	kJ/mol
net charge	-1

---

This record from OMol25 describes a molecular structure, C40H66F36N10O27S12. The level of theory is ωB97M-V with the def2-TZVPD basis set.

Structure (XYZ):
```
191
Properties=species:S:1:pos:R:3:lowdin_charge:R:1
S 4.1001 0.7610 4.3225 0.70
S -4.6169 -0.0957 2.4067 0.67
S -0.8066 -5.7388 2.0262 0.57
S -0.4963 5.7665 3.0431 0.53
S -5.6170 1.6964 0.8120 0.57
S -0.4668 -1.6513 -4.5886 0.53
S -2.4462 -0.1090 -5.0867 0.70
S -0.0084 8.2924 2.7199 0.67
S 2.3283 1.3712 6.0840 0.57
S 5.0777 4.9842 -4.2293 0.71
S 0.5575 -4.0053 0.5811 0.71
S 4.0319 3.8793 -2.1188 0.57
F 1.6652 -3.0764 -3.4115 0.14
F -2.0371 9.6932 1.7738 0.10
F 5.1670 3.7685 0.3112 0.15
F 5.0940 -0.9224 2.3940 0.15
F 0.1599 3.0978 5.8756 0.14
F 3.4168 5.1628 0.2530 0.11
F -0.6333 9.1712 0.1955 0.12
F 3.3976 6.9949 -3.6888 0.17
F 2.6001 -2.3779 -0.2796 0.11
F 3.1606 3.0034 0.3525 0.09
F -0.1260 10.7728 1.6118 0.12
F 0.3465 -7.7108 3.6301 0.16
F -5.1025 -1.6235 4.6302 0.15
F 2.9430 -1.0667 2.6113 0.07
F -2.9166 4.9205 4.2155 0.08
F -4.7773 1.4557 -4.5953 0.10
F 0.2629 1.9497 7.7102 0.16
F 1.9218 -0.9190 -3.3097 0.10
F 3.5537 6.6201 -5.8452 0.06
F 5.1793 7.6333 -4.7453 0.14
F 0.3427 -1.8850 -2.0971 0.08
F -1.4680 3.3075 3.4785 0.12
F -8.0441 2.1049 -0.3626 0.09
F -6.7182 0.7686 -1.6121 0.06
F -0.4376 1.1106 5.8423 0.14
F -6.3386 -2.1723 2.9097 0.08
F -6.3781 2.8895 -1.4848 0.13
F -1.7440 -8.0842 3.2292 0.13
F -2.8256 2.3025 -3.7328 0.09
F 3.8857 0.5835 1.5454 0.16
F -6.8384 -0.4098 4.0815 0.15
F -0.1894 -8.4972 1.7679 0.09
F -2.6757 4.4554 2.1179 0.10
F 3.1921 -4.0234 1.0374 0.15
F -3.7860 0.5872 -2.7907 0.11
F 2.7687 -4.5018 -0.9604 0.14
O -1.3171 -2.7952 -4.3325 -0.33
O 1.2733 7.8863 2.1707 -0.32
O -4.2815 2.1575 0.3695 -0.33
O -3.2555 -1.3063 -5.2935 -0.33
O -1.8036 -5.7936 0.9506 -0.34
O 4.2286 3.9886 -4.9311 -0.36
O -4.2321 1.0689 3.2370 -0.32
O -2.1907 0.6458 -6.3225 -0.33
O 0.1490 -1.6265 -5.9299 -0.34
O 2.6526 4.2363 -2.4735 -0.36
O 4.7568 -0.1017 5.2726 -0.30
O 6.4502 5.0613 -4.6866 -0.31
O -6.3886 2.4648 1.7673 -0.29
O -3.4387 -0.8753 2.1138 -0.32
O -0.1508 -4.0741 -0.7285 -0.35
O 0.3743 5.1106 2.0524 -0.32
O 2.4599 0.0885 6.8131 -0.38
O 0.9861 1.6401 2.5233 -0.06
O 3.1546 2.4514 6.5909 -0.28
O 0.1255 8.9519 4.0087 -0.31
O 4.8476 1.9416 4.0363 -0.27
O 0.0881 5.8583 4.3609 -0.32
O -5.5999 -6.0729 -1.7503 -0.07
O 4.4435 2.4893 -2.4001 -0.34
O -1.2166 -5.0238 3.2261 -0.34
O 0.1204 -2.8051 1.2947 -0.32
O 0.9819 -1.7854 4.5646 0.17
N -4.5236 -3.2668 -1.3193 -0.27
N 2.0315 1.9592 -6.8682 -0.24
N 5.0861 4.9408 -2.5168 -0.29
N 2.3898 1.0986 4.5907 -0.30
N -1.1898 7.0512 2.6470 -0.31
N 0.8982 -2.9134 5.4716 0.17
N -5.6530 0.1642 1.0755 -0.32
N 0.6824 -5.5717 1.4536 -0.29
N -0.3412 1.6314 -0.1100 -0.24
N -1.0246 -0.3138 -4.1127 -0.30
C -3.4761 -2.2028 -0.8661 0.05
C -0.0571 -2.1334 7.7510 0.02
C -1.4245 1.4406 -1.2388 0.00
C 0.6628 3.6220 -5.6223 -0.11
C -6.7614 1.8494 -0.7576 -0.58
C 2.0792 1.6589 -5.3649 -0.07
C -3.5700 1.1670 -3.9664 -0.51
C -0.7183 -4.4718 6.6481 -0.11
C -1.5324 -2.3391 5.6700 -0.02
C 0.4784 -5.3288 7.1539 -0.16
C 0.9545 1.1946 -7.5709 0.01
C -5.1226 -2.8112 -2.6554 0.03
C -4.4191 -5.7190 -2.3613 -0.24
C 0.9932 2.5276 -4.5903 -0.11
C 3.3888 1.6182 -7.5748 -0.11
C 5.9320 -1.4006 -8.2145 -0.10
C 3.0791 -3.1202 6.7113 0.02
C -0.2779 -2.9612 6.4144 -0.36
C 1.6758 -5.2793 6.1648 -0.09
C 1.0101 -1.9223 -3.2546 -0.58
C 1.6623 3.4998 -6.8540 -0.03
C -1.9902 4.5153 3.2606 -0.58
C 0.0405 0.6446 2.3155 -0.26
C 4.2456 6.6960 -4.6260 -0.61
C 0.4369 1.9027 6.4155 -0.65
C -5.8233 -1.1500 3.6409 -0.62
C 5.3636 0.0656 -8.0985 -0.23
C -0.7272 9.5789 1.4741 -0.62
C 3.9952 0.2518 -7.3535 -0.16
C 3.9690 3.9785 -0.1745 -0.58
C -0.5873 -7.6367 2.7493 -0.65
C 2.4107 -3.7083 0.0471 -0.63
C 0.0194 3.1275 -0.1081 0.02
C 2.7237 -4.0000 4.3317 -0.03
C -3.8165 -4.6015 -1.4813 -0.10
C 0.8970 0.8151 -0.5641 0.04
C -0.9094 1.1050 1.2022 -0.07
C 4.0091 -0.2078 2.5921 -0.61
C 2.0939 -3.8049 5.7206 -0.39
C -5.6778 -3.4277 -0.2902 0.05
H 3.9214 2.4698 -7.1516 0.11
H -2.3031 2.0094 -0.9342 0.08
H -1.7485 0.4041 -1.3328 0.08
H -0.9118 -2.2183 8.4222 0.09
H 3.2367 -2.0781 6.4333 0.06
H 6.9491 -1.2870 -8.5895 0.06
H 5.2794 -2.0575 -8.7897 0.06
H -1.2784 0.0991 1.0018 0.11
H 3.1273 -3.0767 3.9162 0.07
H 0.7955 1.5375 -8.5933 0.11
H -0.4078 3.5654 -5.8192 0.11
H 0.8808 3.3293 0.5287 0.07
H -1.1778 -5.0844 5.8725 0.11
H 3.3629 -0.4799 -7.8564 0.11
H 0.4819 -0.3297 2.1058 0.08
H 1.3666 2.8833 -3.6300 0.08
H -3.5956 -5.1143 -0.5451 0.12
H 0.0536 -6.3312 7.2066 0.11
H -2.9540 -1.9141 -1.7783 0.09
H 0.1676 -1.0744 7.6241 0.08
H 0.3665 3.4545 -1.0882 0.09
H 1.2591 3.8085 -7.8185 0.12
H 0.5281 -0.1901 -0.7680 0.07
H -2.4883 -2.4947 6.1700 0.09
H -4.4128 -2.7317 -3.4787 0.10
H -4.6088 -5.6434 -3.4320 0.13
H -5.4027 -3.9929 0.6003 0.11
H 3.0883 1.9558 -5.0791 0.11
H 3.6641 -4.5505 4.3595 0.10
H 6.1796 0.6535 -7.6782 0.10
H 4.0338 0.0151 -6.2902 0.12
H -0.5065 0.3031 3.1943 0.12
H 1.4149 -5.8176 5.2536 0.10
H 1.3308 1.0473 -1.5367 0.10
H 4.1077 -3.4808 6.6968 0.10
H 0.6675 -2.5247 8.4650 0.07
H 1.8756 0.5954 -5.2398 0.10
H -6.4059 -5.7754 -2.1787 0.09
H -1.0174 1.7421 -2.2039 0.07
H -0.8458 3.7622 0.0839 0.10
H 5.2420 0.4449 -9.1131 0.10
H 2.6168 3.9925 -6.6689 0.09
H 3.2568 1.9148 -8.6153 0.13
H 1.2596 0.1550 -7.6901 0.09
H -3.9045 -1.3228 -0.3862 0.07
H 1.5724 1.3608 3.2303 -0.02
H 6.0009 -1.9148 -7.2558 0.07
H -6.4142 -3.9947 -0.8597 0.08
H 2.0287 -4.5123 3.6665 0.07
H -5.9172 -2.4037 -0.0037 0.08
H -2.9107 -4.3928 -2.0505 0.13
H -5.9572 -3.4607 -2.9196 0.09
H 0.8221 -5.0369 8.1463 0.10
H 0.8558 4.5895 -5.1588 0.11
H 2.7776 -3.3198 7.7396 0.08
H 0.0910 1.2722 -6.9104 0.08
H -5.5278 -1.8174 -2.4652 0.10
H 1.5568 0.8336 0.3033 0.08
H 0.1628 1.8378 -4.4402 0.06
H -1.6439 1.8480 1.5129 0.12
H -2.7508 -2.6608 -0.1936 0.10
H 2.5135 -5.8375 6.5829 0.13
H -3.6880 -6.5255 -2.3062 0.13
H -1.6471 -2.6333 4.6268 0.08
H -1.4117 -1.2578 5.6038 0.07
H -1.5186 -4.3740 7.3816 0.12
```

Computed properties:
frontier orbital gap	3.388	eV
LUMO energy	-1.157	eV
net charge	-2

---

This record from OMol25 describes a molecular structure, C30H28F5N6S2Tl. The level of theory is ωB97M-V with the def2-TZVPD basis set.

Structure (XYZ):
```
72
Properties=species:S:1:pos:R:3:lowdin_charge:R:1
Tl 0.4396 0.9421 0.2987 0.68
S 2.7903 -0.9390 0.5764 0.51
S 0.8963 0.0814 3.7199 0.68
F 5.9321 -0.6620 -4.4025 0.12
F 5.7637 -2.9830 -3.0048 0.12
F 4.2422 -3.1384 -0.7969 0.07
F 2.9686 1.3708 -1.3928 -0.01
F 4.5115 1.5063 -3.5760 0.11
N -0.3452 0.4990 -3.6936 0.16
N -2.3608 0.6279 -2.7550 0.17
N -0.0961 -1.7352 -1.7123 -0.06
N -1.6900 -3.2233 1.2988 0.17
N 1.3219 3.1798 2.1133 0.02
N -1.4054 -1.0778 0.8145 0.08
C -1.9852 4.2338 -3.5697 -0.10
C 2.9169 4.4207 0.7808 -0.04
C -3.1937 -2.9375 3.3237 -0.02
C -1.9823 1.8882 -3.1929 -0.24
C -0.2928 0.0525 5.0870 -0.40
C -1.3735 -0.1595 -3.0612 -0.33
C 5.1822 -0.7305 -3.3024 -0.15
C 1.1184 6.5126 0.5459 -0.10
C 3.2484 5.5439 0.0421 -0.09
C -1.1250 -2.3043 0.4569 -0.31
C 5.0993 -1.9081 -2.5773 -0.16
C -0.0446 2.9502 -4.2629 -0.02
C 0.7753 5.3882 1.2769 -0.05
C -3.6527 -0.5882 3.7276 -0.10
C 1.2637 -1.6854 3.6713 -0.40
C -3.8009 -1.9391 4.0641 -0.10
C 4.4623 0.3686 -2.8737 -0.16
C -1.2242 -1.5927 -2.6516 -0.12
C -2.2494 -1.1812 1.9079 -0.24
C 1.6762 4.3332 1.4117 -0.34
C -0.7079 4.1554 -4.1404 -0.10
C -2.8763 -0.1893 2.6553 -0.02
C 3.6139 -0.8650 -0.9359 -0.60
C -0.2693 -2.7488 -0.6890 -0.16
C 3.6850 0.2848 -1.7358 -0.25
C -0.7028 1.8275 -3.7771 -0.20
C 4.3228 -1.9702 -1.4386 -0.26
C -2.6395 3.1127 -3.0965 -0.02
C -2.4252 -2.5331 2.2408 -0.20
C 2.3551 6.5998 -0.0768 -0.11
H -2.1451 -1.8965 -2.1586 0.12
H 4.2142 5.5961 -0.4445 0.10
H -1.0817 -2.2156 -3.5423 0.12
H 0.4134 7.3309 0.4665 0.10
H -0.2288 5.0599 -4.4898 0.10
H 1.9284 -1.8573 2.8278 -0.04
H -2.4611 5.2033 -3.4920 0.10
H 2.6245 7.4876 -0.6337 0.10
H 0.9501 2.8873 -4.6858 0.11
H 0.7199 -2.9654 -0.2747 0.11
H -4.1509 0.1553 4.3366 0.10
H 0.2106 -0.2304 6.0102 0.04
H -0.1911 5.3274 1.7654 0.11
H -3.6287 3.1730 -2.6622 0.11
H -0.6812 -3.6831 -1.0985 0.13
H 1.7526 -1.9878 4.5958 0.04
H -1.6117 -4.2220 1.2271 0.16
H 0.7687 -1.9169 -2.2035 0.11
H -3.3178 -3.9838 3.5728 0.11
H -0.7063 1.0540 5.1894 0.03
H -4.3995 -2.2090 4.9241 0.10
H 2.0885 2.6203 2.4565 0.07
H 3.6286 3.6103 0.8947 0.11
H 0.5885 3.2872 2.7956 0.08
H 0.5110 0.0967 -4.0345 0.16
H -2.7416 0.8541 2.4011 0.12
H 0.3361 -2.2434 3.5362 0.03
H -1.0943 -0.6476 4.8630 0.02
```

Computed properties:
frontier orbital gap	7.558	eV
LUMO energy	0.269	eV
relative energy (zero: lowest compared OMol25 entry of this formula, charge and spin)	91.17	kJ/mol